*w*
Formula: C5H15NO2
Source: the Open Molecules 2025 dataset
Level of theory: wB97M-V/def2-TZVPD

Last column: natural (NBO) charge in e.
Positions of all 23 atoms, in Å:
1 C -1.320 -1.564 1.701  -0.601
2 C -1.019 -0.236 0.994  -0.442
3 N 0.035 1.949 -0.739  -0.816
4 C 0.386 0.590 -0.920  0.194
5 C -0.026 -0.398 -0.131  -0.299
6 C 1.269 0.352 -2.108  -0.641
7 H -1.558 -1.333 2.747  0.206
8 H -0.493 -2.274 1.708  0.209
9 H -2.205 -2.003 1.249  0.207
10 H -1.949 0.067 0.502  0.195
11 H -0.853 0.553 1.746  0.199
12 H 0.870 2.520 -0.791  0.367
13 H -0.383 2.112 0.166  0.365
14 H 0.285 -1.392 -0.401  0.203
15 H 1.711 -0.633 -2.064  0.222
16 H 2.009 1.126 -2.245  0.210
17 H 0.723 0.374 -3.064  0.219
18 H 4.988 2.066 1.960  0.468
19 H 3.589 1.517 2.255  0.469
20 O 4.330 1.443 1.641  -0.937
21 H -3.961 -1.423 -0.811  0.467
22 H -2.777 -1.514 -1.789  0.474
23 O -3.653 -1.897 -1.603  -0.939

LUMO level: 0.566 eV
Highest occupied orbital energy: -8.252 eV
Gap between HOMO and LUMO: 8.82 eV

*x*
Formula: C5H15NO2
Source: the Open Molecules 2025 dataset
Level of theory: wB97M-V/def2-TZVPD

Last column: natural (NBO) charge in e.
Positions of all 23 atoms, in Å:
1 C -2.044 -0.922 -0.366  -0.210
2 N -1.218 0.278 -0.450  -0.640
3 C -0.483 0.657 0.755  -0.249
4 C 1.019 0.890 0.612  0.085
5 C 1.661 1.314 1.940  -0.632
6 O 1.673 -0.371 0.301  -0.753
7 C -1.213 -2.202 -0.136  -0.629
8 H -2.858 -0.893 0.349  0.162
9 H -2.507 -0.890 -1.399  0.191
10 H -1.749 1.105 -0.688  0.363
11 H -0.688 -0.021 1.582  0.188
12 H -0.801 1.627 1.122  0.178
13 H 1.301 1.550 -0.215  0.180
14 H 1.641 2.401 1.965  0.208
15 H 2.707 0.945 1.877  0.234
16 H 1.135 0.801 2.771  0.206
17 H 1.457 -0.528 -0.624  0.478
18 H -0.477 -2.433 -0.904  0.206
19 H -0.577 -2.135 0.770  0.221
20 H -1.928 -3.039 -0.075  0.209
21 H 2.012 0.962 -3.255  0.472
22 H 0.697 0.143 -3.214  0.477
23 O 1.242 0.765 -2.717  -0.946

LUMO level: 0.679 eV
Highest occupied orbital energy: -8.663 eV
Gap between HOMO and LUMO: 9.34 eV

*y*
Formula: C5H15NO2
Source: the Open Molecules 2025 dataset
Level of theory: wB97M-V/def2-TZVPD

Last column: natural (NBO) charge in e.
Positions of all 23 atoms, in Å:
1 C -1.257 0.359 -0.094  -0.234
2 C -0.770 -0.675 -1.218  -0.193
3 C 0.547 -1.398 -0.948  -0.670
4 C -0.511 0.079 -2.602  -0.636
5 N -0.896 -0.200 1.240  -0.636
6 C -0.500 0.983 2.029  0.075
7 O 0.543 1.771 1.433  -0.748
8 H -0.716 1.259 -0.336  0.142
9 H -2.345 0.275 -0.123  0.220
10 H -1.800 -1.387 -1.451  0.197
11 H 0.434 -2.465 -0.705  0.224
12 H 1.135 -0.998 -0.088  0.229
13 H 1.304 -1.431 -1.813  0.216
14 H 0.304 0.918 -2.590  0.214
15 H -1.515 0.331 -2.907  0.208
16 H -0.383 -0.794 -3.307  0.216
17 H -0.063 -0.777 1.181  0.371
18 H -0.247 0.562 3.042  0.174
19 H -1.387 1.634 2.244  0.155
20 H 0.405 1.895 0.382  0.470
21 H 2.096 0.372 2.838  0.485
22 H 3.299 -0.068 1.820  0.476
23 O 2.321 -0.244 1.973  -0.956

LUMO level: 0.684 eV
Highest occupied orbital energy: -9.361 eV
Gap between HOMO and LUMO: 10.05 eV

*z*
Formula: C5H15NO2
Source: the Open Molecules 2025 dataset
Level of theory: wB97M-V/def2-TZVPD

Last column: natural (NBO) charge in e.
Positions of all 23 atoms, in Å:
1 C -1.695 0.307 -0.032  -0.283
2 N -0.826 -0.530 0.805  -0.230
3 C -0.106 -1.573 0.123  -0.283
4 C 1.388 -1.266 0.437  -0.395
5 C 2.040 -0.091 -0.379  -0.647
6 O -0.173 -0.188 -2.363  -0.888
7 C -1.188 1.663 -0.555  -0.612
8 H -2.620 0.490 0.493  0.259
9 H -1.886 -0.252 -0.952  0.247
10 H -0.206 1.261 3.007  0.427
11 H -0.293 -1.543 -0.936  0.272
12 H -0.278 -2.619 0.446  0.263
13 H 1.996 -2.183 0.161  0.220
14 H 1.357 -1.046 1.559  0.237
15 H 1.891 -0.061 -1.474  0.257
16 H 1.694 0.953 -0.045  0.224
17 H 3.189 -0.049 -0.288  0.223
18 H -0.643 2.240 0.154  0.251
19 H -1.909 2.178 -1.313  0.233
20 H -0.395 0.013 -3.304  0.439
21 H -0.276 0.096 1.341  0.413
22 H -0.365 1.452 -1.244  0.283
23 O 0.410 1.255 2.261  -0.909

LUMO level: -4.738 eV
Highest occupied orbital energy: -8.686 eV
Gap between HOMO and LUMO: 3.95 eV

The relative energies come out as *w* 0.0; *x* 1.6; *y* 54.9; *z* 199.7, with values in kcal/mol.

*w*
Formula: C4H10
Source: the Open Molecules 2025 dataset
Level of theory: wB97M-V/def2-TZVPD

Last column: natural (NBO) charge in e.
Positions of all 14 atoms, in Å:
1 C -1.007 1.889 -0.049  -0.876
2 C 0.992 -0.882 0.298  -0.162
3 C 0.480 -0.983 -1.102  -0.652
4 C 0.346 -1.258 1.398  -0.417
5 H -1.868 2.406 0.395  0.212
6 H -0.276 2.687 -0.239  0.211
7 H -1.370 1.614 -1.053  0.210
8 H 2.023 -0.550 0.384  0.192
9 H 1.049 -1.759 -1.629  0.221
10 H 0.641 -0.051 -1.654  0.220
11 H -0.584 -1.236 -1.131  0.213
12 H 0.802 -1.212 2.384  0.202
13 H -0.680 -1.612 1.348  0.189
14 H -0.605 1.047 0.604  0.235

LUMO level: 1.199 eV
Highest occupied orbital energy: -9.630 eV
Gap between HOMO and LUMO: 10.83 eV

*x*
Formula: C4H10
Source: the Open Molecules 2025 dataset
Level of theory: wB97M-V/def2-TZVPD

Last column: natural (NBO) charge in e.
Positions of all 14 atoms, in Å:
1 C -1.774 -1.063 -0.123  -0.610
2 C -0.600 -0.155 -0.519  -0.391
3 C 0.668 -0.102 0.393  -0.397
4 C 1.636 1.085 0.150  -0.607
5 H -1.170 -2.061 0.054  0.203
6 H -2.523 -1.130 -0.873  0.220
7 H -2.170 -0.755 0.880  0.206
8 H -0.771 1.020 -0.741  0.185
9 H -0.125 -0.447 -1.464  0.190
10 H 1.220 -0.974 0.241  0.195
11 H 0.219 0.028 1.402  0.192
12 H 2.213 1.213 -0.724  0.212
13 H 2.198 1.238 1.076  0.216
14 H 0.980 2.103 0.245  0.186

LUMO level: 1.304 eV
Highest occupied orbital energy: -10.807 eV
Gap between HOMO and LUMO: 12.11 eV

*y*
Formula: C4H10
Source: the Open Molecules 2025 dataset
Level of theory: wB97M-V/def2-TZVPD

Last column: natural (NBO) charge in e.
Positions of all 14 atoms, in Å:
1 C 1.140 0.638 -1.123  -0.570
2 C 0.711 -0.203 -0.098  -0.258
3 C 0.593 0.064 1.241  -0.463
4 C -2.162 -0.407 -0.115  -0.861
5 H 1.360 -0.061 -1.962  0.222
6 H 1.029 1.743 -0.926  0.208
7 H 0.679 -1.267 -0.384  0.205
8 H -1.453 -0.173 -0.854  0.230
9 H 0.875 -0.663 1.987  0.239
10 H 2.408 0.155 0.747  0.189
11 H 0.475 1.155 1.429  0.223
12 H -1.741 -1.390 0.317  0.206
13 H -2.095 0.365 0.673  0.207
14 H -3.227 -0.420 -0.460  0.223

LUMO level: -0.676 eV
Highest occupied orbital energy: -7.388 eV
Gap between HOMO and LUMO: 6.71 eV

The relative energies come out as *w* 0.0; *x* 4.6; *y* 126.6, with values in kcal/mol.

*w*
Formula: C3H3NOS
Source: the Open Molecules 2025 dataset
Level of theory: wB97M-V/def2-TZVPD

Last column: natural (NBO) charge in e.
Positions of all 9 atoms, in Å:
1 C 2.520 -0.057 -0.136  -0.048
2 C 1.444 0.556 -0.039  -0.197
3 C 0.126 0.845 0.173  0.648
4 N -0.976 -0.934 -0.018  -0.957
5 O -0.649 1.699 0.302  -0.426
6 S -2.484 -0.314 -0.172  0.247
7 H 3.342 -0.551 -0.464  0.228
8 H -0.545 -1.449 -0.823  0.390
9 H -2.778 0.206 1.178  0.115

LUMO level: -0.653 eV
Highest occupied orbital energy: -7.638 eV
Gap between HOMO and LUMO: 6.98 eV

*x*
Formula: C3H3NOS
Source: the Open Molecules 2025 dataset
Level of theory: wB97M-V/def2-TZVPD

Last column: natural (NBO) charge in e.
Positions of all 9 atoms, in Å:
1 C 0.535 -1.413 -0.244  -0.162
2 C 1.504 -1.350 -1.292  0.695
3 C 0.042 0.818 -0.198  -0.422
4 N -0.070 -0.417 0.351  -0.228
5 O 2.514 -1.739 -1.751  -0.402
6 S 0.837 1.036 -1.842  -0.233
7 H 0.437 -2.416 0.353  0.244
8 H -0.968 1.159 -0.289  0.251
9 H 0.375 1.446 0.617  0.257

LUMO level (spin up / spin down): -1.455 / -1.455 eV
Highest occupied orbital energy (spin up / spin down): -8.640 / -8.641 eV
Gap between HOMO and LUMO (spin up / spin down): 7.18 / 7.19 eV

*y*
Formula: C3H3NOS
Source: the Open Molecules 2025 dataset
Level of theory: wB97M-V/def2-TZVPD

Last column: natural (NBO) charge in e.
Positions of all 9 atoms, in Å:
1 C -2.330 0.044 -0.024  0.146
2 C -0.973 0.568 0.006  0.350
3 C 1.546 -0.270 -0.052  -0.791
4 N -3.307 -0.521 -0.031  -0.215
5 O -0.406 1.631 0.046  -0.491
6 S -0.051 -1.018 -0.080  0.261
7 H 1.865 -0.170 1.001  0.228
8 H 1.393 0.737 -0.432  0.267
9 H 2.263 -1.000 -0.433  0.245

LUMO level: -0.613 eV
Highest occupied orbital energy: -10.011 eV
Gap between HOMO and LUMO: 9.40 eV

The relative energies come out as *w* 94.2; *x* 36.1; *y* 0.0, with values in kcal/mol.

*w*
Formula: C5H10OS
Source: the Open Molecules 2025 dataset
Level of theory: wB97M-V/def2-TZVPD

Last column: natural (NBO) charge in e.
Positions of all 17 atoms, in Å:
1 O 0.532 1.616 -1.130  -0.361
2 C 1.189 0.876 -1.667  0.444
3 C 1.424 -0.540 0.940  -0.659
4 C 0.689 0.481 1.768  -0.206
5 C -0.218 0.028 2.613  -0.355
6 S -2.100 -1.030 -0.522  -0.130
7 C -1.690 -0.156 -2.008  -0.745
8 H 0.784 0.122 -2.464  0.182
9 H 1.721 -1.398 1.511  0.229
10 H 2.181 -0.087 0.293  0.197
11 H 0.734 -0.979 0.203  0.215
12 H 0.567 1.488 1.401  0.201
13 H -0.288 -1.052 2.703  0.181
14 H -0.845 0.615 3.268  0.200
15 H -1.699 0.935 -1.937  0.209
16 H -0.620 -0.507 -2.150  0.179
17 H -2.361 -0.412 -2.822  0.221

LUMO level: -2.954 eV
Highest occupied orbital energy: -7.543 eV
Gap between HOMO and LUMO: 4.59 eV

*x*
Formula: C5H10OS
Source: the Open Molecules 2025 dataset
Level of theory: wB97M-V/def2-TZVPD

Last column: natural (NBO) charge in e.
Positions of all 17 atoms, in Å:
1 O -2.945 -1.786 -0.896  -0.519
2 C -2.480 -1.380 0.131  0.440
3 C -1.002 -1.023 0.282  -0.518
4 C -0.651 0.316 -0.408  -0.412
5 C 0.692 0.188 -1.163  -0.499
6 S 2.100 -0.241 -0.061  0.176
7 C 2.238 1.254 0.902  -0.776
8 H -3.168 -1.379 0.992  0.111
9 H -0.914 -0.830 1.351  0.218
10 H -0.381 -1.831 -0.086  0.242
11 H -0.660 1.231 0.188  0.209
12 H -1.401 0.586 -1.161  0.217
13 H 1.014 1.002 -1.805  0.223
14 H 0.590 -0.761 -1.703  0.218
15 H 1.994 1.007 1.934  0.218
16 H 1.669 2.137 0.659  0.225
17 H 3.303 1.508 0.844  0.228

LUMO level: 0.865 eV
Highest occupied orbital energy: -8.614 eV
Gap between HOMO and LUMO: 9.48 eV

*y*
Formula: C5H10OS
Source: the Open Molecules 2025 dataset
Level of theory: wB97M-V/def2-TZVPD

Last column: natural (NBO) charge in e.
Positions of all 17 atoms, in Å:
1 O -2.782 -1.967 -0.343  -0.523
2 C -2.296 -1.314 0.543  0.447
3 C -0.966 -0.632 0.475  -0.530
4 C -0.501 -0.130 -0.884  -0.404
5 C 1.055 0.069 -1.041  -0.558
6 S 1.918 0.565 0.393  0.198
7 C 1.335 2.314 0.505  -0.736
8 H -2.821 -1.251 1.518  0.105
9 H -0.827 0.120 1.251  0.223
10 H -0.262 -1.421 0.808  0.243
11 H -0.996 0.832 -1.004  0.200
12 H -0.711 -0.817 -1.702  0.229
13 H 1.214 0.780 -1.854  0.218
14 H 1.459 -0.897 -1.346  0.231
15 H 0.333 2.175 0.906  0.207
16 H 1.173 2.634 -0.530  0.211
17 H 1.933 3.071 0.992  0.239

LUMO level: 0.813 eV
Highest occupied orbital energy: -8.654 eV
Gap between HOMO and LUMO: 9.47 eV

The relative energies come out as *w* 132.6; *x* 3.5; *y* 0.0, with values in kcal/mol.